Entry 1:
{
  "formula": "C29H67Cl2F6N3O15P",
  "method": "wB97M-V/def2-TZVPD",
  "symbols": ["P", "F", "F", "F", "F", "F", "F", "C", "C", "C", "O", "C", "N", "H", "H", "H", "H", "H", "H", "H", "H", "H", "H", "H", "C", "C", "C", "O", "C", "N", "H", "H", "H", "H", "H", "H", "H", "H", "H", "H", "H", "C", "C", "C", "O", "C", "N", "H", "H", "H", "H", "H", "H", "H", "H", "H", "H", "H", "C", "C", "O", "C", "O", "O", "C", "H", "H", "H", "H", "H", "H", "H", "H", "C", "C", "O", "C", "O", "O", "C", "H", "H", "H", "H", "H", "H", "H", "H", "C", "C", "O", "C", "O", "O", "C", "H", "H", "H", "H", "H", "H", "H", "H", "C", "C", "O", "C", "O", "O", "C", "H", "H", "H", "H", "H", "H", "H", "H", "C", "Cl", "Cl", "H", "H"],
  "xyz": [[-1.3357, -0.2055, 0.9689], [-2.3582, 0.2702, 2.1319], [-0.1310, -0.2158, 2.0620], [-1.6636, -1.7477, 1.2662], [-0.2542, -0.6963, -0.1500], [-2.4745, -0.1147, -0.1737], [-1.0412, 1.3684, 0.6683], [4.3269, -2.4578, -6.1251], [3.7432, -2.9656, -4.8044], [2.2921, -2.5192, -4.6686], [1.6635, -3.1358, -3.5808], [0.8178, -2.2439, -2.8655], [3.8609, -4.4259, -4.6142], [5.3348, -2.8698, -6.2532], [4.5185, -1.3839, -6.0533], [3.7299, -2.7460, -6.9908], [4.3060, -2.4639, -4.0109], [1.7910, -2.7532, -5.6238], [2.2773, -1.4306, -4.5348], [1.4255, -1.6591, -2.1671], [0.1403, -2.8482, -2.2615], [0.2103, -1.6022, -3.5078], [3.8185, -4.8661, -5.5318], [4.8068, -4.6180, -4.2970], [0.6099, -3.1095, 4.4289], [1.7613, -3.4044, 3.4616], [2.9542, -3.8879, 4.2287], [4.0609, -4.0170, 3.3461], [5.2521, -4.2910, 3.9824], [1.3583, -4.3318, 2.3946], [0.9647, -2.5428, 5.2963], [0.1155, -4.0201, 4.7892], [-0.2025, -2.5457, 3.9647], [1.9879, -2.4640, 2.9534], [2.8194, -4.8181, 4.8011], [3.2506, -3.0898, 4.9284], [5.5921, -3.5952, 4.7697], [6.0404, -4.3027, 3.2347], [5.2413, -5.2760, 4.4840], [1.3282, -5.2714, 2.7884], [0.3998, -4.1308, 2.1268], [3.1679, 0.6916, -0.5990], [3.5451, -0.6784, 0.0021], [4.7327, -0.5360, 0.9066], [5.1435, -1.7935, 1.4155], [6.4447, -1.8824, 1.8641], [2.4434, -1.2600, 0.7596], [2.8372, 1.3656, 0.1936], [2.4616, 0.5295, -1.4110], [4.0300, 1.2194, -1.0346], [3.7985, -1.3410, -0.8333], [4.4570, 0.0973, 1.7739], [5.5932, -0.0215, 0.4521], [6.4675, -1.5364, 2.9131], [7.1532, -1.2231, 1.3360], [6.8422, -2.8933, 1.8270], [1.5353, -1.1043, 0.3195], [2.2780, -0.7087, 1.6043], [-2.0902, 0.3204, -4.0241], [-1.3598, 0.8873, -2.7988], [-0.6832, 2.1071, -3.1720], [0.5041, 1.9780, -3.7228], [1.1094, 0.9634, -3.9579], [0.9454, 3.2149, -4.0120], [2.2005, 3.2673, -4.6445], [-2.7586, -0.4672, -3.6563], [-1.3920, -0.2108, -4.6732], [-2.7173, 1.0381, -4.5479], [-0.6429, 0.1172, -2.5212], [-2.0714, 1.0297, -2.0007], [2.1849, 2.8754, -5.6633], [2.9231, 2.6492, -4.1000], [2.5803, 4.2835, -4.6232], [4.5195, 6.8818, 4.0211], [4.4182, 5.5270, 3.3352], [3.1760, 4.9464, 3.6955], [2.6642, 4.0380, 2.8436], [3.1039, 3.7971, 1.7531], [1.6363, 3.4679, 3.4328], [0.9682, 2.4418, 2.6940], [3.5855, 7.4303, 3.9089], [5.3160, 7.5053, 3.6198], [4.7212, 6.6632, 5.0690], [5.2363, 4.9005, 3.7112], [4.5539, 5.5293, 2.2542], [0.1543, 2.0803, 3.3113], [1.6440, 1.6116, 2.5007], [0.5645, 2.8185, 1.7591], [-5.4918, 4.3566, 1.5738], [-4.8339, 3.0122, 1.8503], [-5.7589, 2.0692, 2.3651], [-5.9233, 2.0249, 3.6787], [-5.3610, 2.6758, 4.5141], [-6.8771, 1.1155, 3.9473], [-6.9390, 0.5955, 5.2591], [-6.0813, 4.7188, 2.4124], [-6.1429, 4.2093, 0.7054], [-4.7447, 5.0850, 1.2623], [-3.9726, 3.1721, 2.5040], [-4.3539, 2.6247, 0.9584], [-7.6983, -0.1760, 5.2199], [-7.2407, 1.3783, 5.9647], [-5.9980, 0.2365, 5.6793], [-6.0314, 1.0443, -6.6748], [-6.7740, 0.4994, -5.4832], [-5.8595, 0.4856, -4.3824], [-6.3355, -0.0123, -3.2379], [-7.4728, -0.3563, -3.0383], [-5.3527, -0.0354, -2.3501], [-5.5973, -0.7766, -1.1504], [-6.7449, 1.5385, -7.3449], [-5.4599, 0.3564, -7.2973], [-5.3463, 1.8499, -6.4060], [-7.2630, -0.4642, -5.6299], [-7.6154, 1.1642, -5.2639], [-6.1087, -1.7143, -1.3756], [-6.1932, -0.2232, -0.4276], [-4.6215, -1.0186, -0.7476], [-4.0814, -1.6223, 3.3567], [-4.7425, -1.9548, 1.7689], [-4.9545, -2.5537, 4.6256], [-3.0389, -1.9012, 3.3895], [-4.2541, -0.5921, 3.6312]],
  "lowdin_charge": [0.179, -0.167, -0.163, -0.162, -0.172, -0.164, -0.163, -0.082, -0.434, -0.233, -0.170, -0.087, 0.042, 0.069, 0.075, 0.072, 0.135, 0.126, 0.115, 0.077, 0.095, 0.065, 0.064, 0.064, -0.068, -0.435, -0.206, -0.171, -0.162, 0.056, 0.072, 0.074, 0.061, 0.112, 0.131, 0.126, 0.089, 0.067, 0.086, 0.066, 0.065, -0.043, -0.426, -0.210, -0.173, -0.151, 0.071, 0.065, 0.059, 0.073, 0.135, 0.134, 0.119, 0.090, 0.081, 0.072, 0.035, 0.055, -0.053, -0.178, 0.063, -0.600, 0.109, 0.004, -0.070, 0.077, 0.066, 0.074, 0.089, 0.102, 0.095, 0.092, 0.089, -0.066, -0.237, 0.027, -0.609, 0.124, 0.019, -0.033, 0.078, 0.072, 0.074, 0.125, 0.116, 0.093, 0.081, 0.092, -0.060, -0.220, 0.047, -0.610, 0.135, -0.012, -0.071, 0.077, 0.076, 0.078, 0.124, 0.124, 0.092, 0.091, 0.082, -0.073, -0.222, 0.029, -0.612, 0.122, 0.006, -0.065, 0.074, 0.074, 0.080, 0.126, 0.123, 0.099, 0.093, 0.036, -0.989, 0.608, 0.478, 0.011, 0.006],
  "energy_ev": -116988.7759,
  "orbital_gap_ev": 8.545,
  "lumo_ev": 2.39,
  "fmax_ev_per_a": 2.0,
  "total_charge": -1
}

=====

Entry 2:
{
  "formula": "C29H68B3FO3PRbV",
  "method": "wB97M-V/def2-TZVPD",
  "symbols": ["Rb", "V", "C", "C", "C", "C", "P", "C", "C", "C", "C", "C", "C", "C", "C", "C", "C", "C", "C", "H", "H", "H", "H", "H", "H", "H", "H", "H", "H", "H", "H", "H", "H", "H", "H", "H", "H", "H", "H", "H", "H", "H", "H", "H", "H", "H", "H", "H", "H", "H", "H", "H", "H", "H", "H", "B", "H", "H", "H", "H", "B", "H", "H", "H", "H", "B", "H", "H", "H", "H", "C", "O", "H", "H", "H", "C", "C", "O", "C", "H", "H", "H", "H", "H", "H", "C", "C", "O", "C", "H", "H", "H", "H", "H", "H", "F", "C", "C", "C", "C", "C", "C", "H", "H", "H", "H", "H"],
  "xyz": [[2.2313, 3.3612, -3.2730], [-1.8370, 1.2590, -2.6819], [2.3294, -4.3254, 4.0272], [2.5458, -3.1222, 3.2072], [1.5644, -2.9579, 2.0264], [0.1510, -2.6004, 2.5804], [-0.8571, -1.4909, 1.4642], [-0.3137, 0.2876, 1.5705], [0.2192, 0.8066, 2.9132], [0.2339, 2.3085, 3.1345], [1.0124, 3.0347, 2.0521], [-2.5558, -1.5997, 2.0521], [-2.9328, -0.7832, 3.2533], [-4.4597, -0.6259, 3.4309], [-4.8612, 0.2674, 4.6244], [-0.6591, -2.0910, -0.2121], [-1.3517, -3.4948, -0.5234], [-0.6373, -4.1587, -1.7288], [-1.3572, -5.4831, -2.2318], [1.3673, -4.4382, 4.5270], [3.0364, -4.3579, 4.8562], [2.4988, -5.2529, 3.4803], [3.5667, -3.1979, 2.8329], [2.5810, -2.2432, 3.8508], [1.5489, -3.7666, 1.2957], [1.8130, -2.0970, 1.4058], [0.1891, -1.9779, 3.4743], [-0.4091, -3.4802, 2.8972], [-1.1170, 0.8677, 1.1165], [0.4903, 0.3659, 0.8387], [1.2398, 0.4665, 3.0887], [-0.2837, 0.3779, 3.7800], [0.6493, 2.5590, 4.1107], [-0.7931, 2.6698, 3.0804], [2.0730, 2.8511, 2.2245], [0.8669, 4.1140, 2.0964], [0.8695, 2.7745, 1.0033], [-2.6977, -2.6470, 2.3188], [-3.2418, -1.5144, 1.2094], [-2.5785, 0.2436, 3.1627], [-2.4550, -1.2597, 4.1093], [-4.9638, -1.5829, 3.5662], [-4.8843, -0.3290, 2.4720], [-4.3964, 1.2445, 4.4921], [-4.6860, -0.0889, 5.6395], [-5.9174, 0.4938, 4.4787], [0.3996, -2.1366, -0.4673], [-1.0799, -1.3326, -0.8723], [-2.3889, -3.2521, -0.7546], [-1.3697, -4.2169, 0.2928], [0.3852, -4.4873, -1.5425], [-0.7283, -3.4727, -2.5710], [-1.2040, -6.3104, -1.5389], [-1.0160, -5.8465, -3.2012], [-2.4168, -5.2660, -2.3671], [-2.2467, 3.3078, -3.5379], [-2.5264, 3.1707, -2.5048], [-1.2138, 3.0197, -3.6572], [-2.7716, 2.5974, -4.1577], [-2.3595, 4.3418, -3.8251], [-1.8159, -0.1842, -4.3646], [-2.7826, 0.2706, -4.2133], [-1.1160, 0.6259, -4.4992], [-1.5124, -0.7024, -3.4682], [-1.8084, -0.8717, -5.1962], [0.2714, 1.3224, -1.8316], [1.2752, 1.2686, -1.4397], [0.3385, 1.3382, -2.9084], [-0.3369, 0.4942, -1.5025], [-0.1797, 2.2252, -1.4499], [-3.9725, 1.3197, -0.2433], [-3.0506, 0.5761, -0.9339], [-4.9443, 0.8294, -0.3011], [-3.6776, 1.4527, 0.7976], [-4.0283, 2.3070, -0.7017], [3.6422, -0.0696, -0.0356], [4.6409, -0.1240, 1.0621], [4.8570, -1.2004, 1.6221], [5.5916, 1.0162, 1.1942], [3.2406, -1.0376, -0.3352], [4.0293, 0.5553, -0.8405], [2.7249, 0.4566, 0.2285], [6.5554, 0.6252, 1.5203], [5.2091, 1.7165, 1.9368], [5.7131, 1.3769, 0.1728], [-1.2207, 4.8698, -0.2752], [-0.6989, 6.1900, 0.2154], [-0.8792, 6.5221, 1.4160], [-0.2355, 7.2215, -0.8173], [-0.3858, 4.3356, -0.7286], [-1.9978, 5.0775, -1.0108], [-1.6677, 4.3152, 0.5499], [-0.1132, 8.1798, -0.3125], [-0.9198, 7.3483, -1.6561], [0.7610, 6.8910, -1.1100], [5.4190, -1.0069, -5.0583], [4.2640, -1.1647, -4.4401], [3.9779, -2.2828, -3.5974], [2.7453, -2.4328, -3.0118], [1.7566, -1.5066, -3.3496], [2.0255, -0.4991, -4.2297], [3.3157, -0.2466, -4.6959], [4.8097, -2.9352, -3.3760], [2.4317, -3.2221, -2.3446], [0.7834, -1.4604, -2.8836], [1.2268, 0.1605, -4.5355], [3.4436, 0.5562, -5.4069]],
  "mulliken_spin": [0.004, 2.833, 0.000, 0.000, 0.000, 0.000, 0.002, 0.018, 0.002, 0.001, -0.014, -0.001, 0.000, 0.000, 0.000, 0.028, 0.000, -0.001, 0.000, 0.000, 0.000, 0.000, 0.000, 0.000, 0.000, 0.000, 0.000, 0.000, 0.010, -0.004, 0.000, 0.000, 0.000, 0.000, 0.000, 0.000, 0.014, 0.000, -0.001, 0.000, 0.000, 0.000, 0.000, 0.000, 0.000, 0.000, 0.001, 0.031, 0.000, 0.000, 0.000, 0.002, 0.000, 0.000, 0.000, -0.036, 0.033, 0.030, 0.015, 0.000, -0.050, 0.025, 0.019, 0.017, 0.006, -0.224, -0.003, 0.033, 0.088, 0.052, 0.030, 0.034, 0.002, -0.002, -0.016, -0.002, 0.001, 0.000, 0.000, -0.001, 0.001, 0.000, 0.000, 0.000, 0.000, -0.004, 0.002, 0.000, 0.001, 0.021, -0.003, -0.003, 0.000, 0.000, 0.000, 0.000, 0.001, 0.000, 0.000, 0.007, 0.008, -0.001, 0.000, 0.000, 0.007, -0.011, 0.000],
  "energy_ev": -77688.4320,
  "orbital_gap_ev": [4.312, 5.797],
  "lumo_ev": [-1.20, -1.22],
  "multiplicity": 4,
  "fmax_ev_per_a": 4.7,
  "total_charge": 0
}